# 1
The following is a quantum chemistry calculation of a 7-piece molecular cluster, H14O6S2 overall in a non-equilibrium geometry, from the Open Molecules 2025 dataset.

The calculation puts the HOMO energy at -0.3270 Eh. The SMILES is SS.O.O.O.O.O.O. The value obtained for the LUMO energy is 0.0796 eV. Its total charge is 0.

Structure (XYZ):
```
22
Properties=species:S:1:pos:R:3:forces:R:3:mulliken_charge:R:1
S -3.775 -0.441 -0.959 0.01 -0.24 -0.10 -0.171
S -2.991 0.870 -2.338 -0.30 0.47 0.33 -0.178
H -2.838 -0.401 0.006 0.09 0.20 -0.14 0.137
H -2.002 0.153 -2.855 0.22 -0.42 -0.11 0.184
H 5.815 0.005 2.579 0.04 -0.05 0.07 0.310
H 4.779 0.180 1.481 0.14 -0.09 -0.15 0.320
O 5.293 -0.494 1.944 -0.26 0.14 -0.05 -0.637
H 0.417 -1.260 5.500 0.72 -0.20 -0.19 0.322
H 0.275 -0.273 4.428 0.52 0.05 -0.18 0.312
O 0.958 -0.859 4.795 -1.25 0.22 0.33 -0.666
H 2.579 -1.169 1.728 -0.14 -0.09 -0.47 0.325
H 1.622 -1.203 2.832 -0.47 -0.27 0.07 0.348
O 1.625 -1.270 1.864 0.63 0.39 0.53 -0.635
H 4.169 -0.953 -1.303 -0.37 0.03 -0.22 0.322
H 3.299 0.313 -1.701 -0.07 -0.47 -0.04 0.300
O 4.086 0.003 -1.248 0.46 0.44 0.42 -0.621
H 0.346 1.222 -2.389 -0.16 -0.20 -0.17 0.326
H 1.148 0.337 -3.353 -0.36 0.06 -0.02 0.283
O 0.244 0.594 -3.121 0.51 0.13 0.17 -0.592
H -1.721 0.897 1.750 0.19 -0.07 0.34 0.300
H -0.170 0.621 1.616 0.01 -0.33 0.27 0.326
O -0.959 0.933 1.171 -0.14 0.30 -0.67 -0.617
```
Forces are in eV/Å.

# 2
The following is a quantum chemistry calculation of C24H19Cl3FN2OPdS4 as an isolated structure, from the Open Molecules 2025 dataset.

The calculation puts the HOMO energy (spin up / spin down) at -0.1105 / -0.1360 Eh. The multiplicity is 3. The value obtained for the LUMO energy (spin up / spin down) is 1.7262 / 1.7257 eV. As for the expectation value of S²: 2.03. Its total charge is -1.

Structure (XYZ):
```
55
Properties=species:S:1:pos:R:3:forces:R:3:lowdin_spin:R:1
Pd 0.658 3.234 0.507 0.11 0.40 -0.68 0.918
S 1.983 7.305 1.543 -0.04 0.05 -0.19 0.059
C 1.461 5.964 0.726 -0.33 -0.15 0.04 0.015
S -0.232 5.499 0.541 0.38 0.00 0.38 0.196
S 2.499 4.758 0.033 0.05 -0.04 0.11 0.252
Cl -4.574 -0.943 -4.245 0.07 -0.03 0.05 0.000
C -3.160 -1.464 -3.371 -0.13 0.04 -0.09 0.000
C -2.793 -0.810 -2.206 0.01 -0.12 -0.16 0.000
C -1.665 -1.237 -1.531 -0.08 0.00 0.03 0.000
C -0.904 -2.307 -1.988 0.02 -0.02 -0.14 0.000
C 0.364 -2.681 -1.261 -0.19 -0.19 0.08 0.000
C 1.559 -1.951 -1.883 0.33 -0.08 -0.10 0.000
N 1.364 -0.526 -1.922 -0.09 0.14 -0.07 0.000
C 0.860 0.196 -2.981 0.08 -0.06 -0.10 0.001
C 0.674 1.460 -2.520 -0.02 0.18 -0.04 0.004
N 1.035 1.531 -1.201 0.00 -0.10 0.38 0.032
C 1.432 0.330 -0.874 0.07 -0.06 0.12 0.002
O 0.188 -2.335 0.099 -0.04 0.01 -0.18 0.000
C 0.929 -3.091 1.050 -0.05 -0.12 0.08 0.000
C 1.880 -2.213 1.795 0.09 0.13 0.26 0.000
C 1.582 -1.593 2.978 -0.16 -0.16 -0.10 0.001
Cl 0.129 -1.747 3.878 0.01 0.01 -0.03 0.002
S 2.827 -0.578 3.549 0.17 -0.09 0.05 0.001
C 3.809 -0.979 2.210 -0.13 -0.11 -0.09 0.000
C 3.190 -1.846 1.362 -0.03 0.03 0.26 0.001
C -1.302 -2.924 -3.167 0.11 -0.12 -0.03 0.000
Cl -0.372 -4.251 -3.838 -0.03 0.11 0.10 0.000
C -2.426 -2.525 -3.872 0.04 0.14 0.24 0.000
H -3.368 0.026 -1.840 -0.05 0.08 0.03 0.000
H -1.362 -0.719 -0.633 0.04 0.02 0.05 0.000
H 0.542 -3.760 -1.353 -0.03 0.08 -0.01 0.000
H 1.713 -2.299 -2.909 -0.05 -0.03 0.13 0.000
H 2.472 -2.170 -1.319 -0.17 -0.02 -0.06 0.000
H 0.697 -0.253 -3.942 -0.03 -0.05 -0.11 0.000
H 0.321 2.325 -3.049 -0.06 0.09 -0.04 0.000
H 1.781 0.020 0.094 0.03 0.03 0.10 0.000
H 1.458 -3.912 0.552 0.03 0.07 0.05 0.000
H 0.207 -3.528 1.749 0.11 0.02 -0.09 0.000
H 4.786 -0.548 2.109 0.18 0.10 -0.01 0.000
H 3.653 -2.228 0.468 0.08 -0.02 -0.10 0.000
H -2.715 -3.031 -4.778 -0.04 -0.02 -0.09 0.000
F -4.703 1.468 1.956 0.06 0.00 -0.01 0.023
C -3.352 1.634 2.066 -0.07 -0.02 -0.02 0.083
C -2.861 2.773 2.679 0.00 -0.11 0.00 -0.010
C -1.498 2.932 2.800 0.13 0.19 -0.02 0.085
C -0.582 1.981 2.286 -0.26 -0.23 0.17 0.029
C 0.843 2.178 2.349 0.16 0.12 -0.11 0.194
C -1.144 0.828 1.687 -0.01 -0.02 0.08 0.091
C -2.514 0.652 1.576 0.00 0.12 0.07 -0.010
H -3.545 3.522 3.049 -0.06 0.05 0.02 -0.003
H -1.107 3.836 3.255 -0.01 -0.06 -0.05 0.003
H 1.457 1.291 2.199 -0.08 0.14 0.02 0.018
H 1.246 2.895 3.067 -0.14 -0.20 -0.11 0.012
H -0.481 0.047 1.332 0.04 -0.01 -0.06 0.004
H -2.940 -0.239 1.136 -0.01 -0.09 -0.05 -0.003
```
Forces are in eV/Å.

# 3
The following is a quantum chemistry calculation of C3H3FeO2 as an isolated structure in a non-equilibrium geometry, from the Open Molecules 2025 dataset.

The calculation puts the HOMO energy (spin up / spin down) at -0.9144 / -1.0123 Eh. The multiplicity is 7. The value obtained for the LUMO energy (spin up / spin down) is -16.1412 / -18.4360 eV. As for the expectation value of S²: 12.01. Its total charge is +3.

Structure (XYZ):
```
9
Properties=species:S:1:pos:R:3:forces:R:3:lowdin_spin:R:1
C 0.969 1.335 0.038 4.07 1.87 0.28 0.408
C -0.244 0.855 -0.181 -3.63 -1.46 -2.40 0.480
H 1.848 0.938 -0.470 0.15 0.02 0.04 0.012
H -1.185 1.255 0.197 -0.14 -0.19 0.14 0.012
H 1.078 2.196 0.695 0.13 0.10 0.20 0.013
O -0.396 -0.179 -1.190 0.32 2.42 1.82 0.255
C -0.903 -1.217 -0.671 -0.75 -1.63 -1.41 0.642
O -0.457 -1.875 0.244 0.18 1.31 -0.28 0.252
Fe -0.710 -3.308 1.339 -0.33 -2.44 1.62 3.926
```
Forces are in eV/Å.

# 4
The following is a quantum chemistry calculation of a 5-piece molecular cluster, C48H56N9O3 overall in a non-equilibrium geometry, from the Open Molecules 2025 dataset.

The calculation puts the HOMO energy at -0.8655 Eh. The value obtained for the LUMO energy is -15.6439 eV. Its total charge is +7.

Structure (XYZ):
```
116
Properties=species:S:1:pos:R:3:forces:R:3:mulliken_charge:R:1
N 0.133 -1.074 0.350 1.22 0.20 -1.96 0.509
O -0.021 -1.213 1.559 -0.57 -0.28 0.93 -0.553
O 0.920 -0.208 -0.099 0.14 0.65 0.52 -0.329
O -0.413 -1.805 -0.502 -0.79 -0.61 0.59 -0.422
C 3.267 9.345 -0.341 2.13 -0.93 -0.68 -0.829
N 3.104 7.898 0.055 0.03 0.23 1.14 0.028
C 4.068 7.192 0.776 -1.58 1.03 -1.00 -0.537
C 3.729 5.993 1.356 1.55 0.06 -0.35 -0.299
C 2.471 5.480 1.211 -1.41 0.88 -0.11 0.441
C 1.548 6.200 0.455 -0.03 -0.23 -0.68 -0.623
C 1.901 7.386 -0.187 -0.25 -0.96 1.50 -0.441
C 1.988 4.267 1.883 -1.48 -0.09 0.49 0.794
C 0.901 4.279 2.765 -0.69 -1.54 1.57 -0.705
C 0.432 3.070 3.407 2.39 2.28 -1.95 -0.572
N 1.094 1.909 3.139 -1.33 1.02 0.55 0.214
C 2.079 1.836 2.200 -0.30 2.08 1.11 -0.613
C 2.501 3.057 1.566 0.82 -3.70 0.50 -0.527
C 0.706 0.791 4.045 1.90 -2.29 -1.73 -0.722
H 3.955 9.189 -1.172 0.22 1.01 -0.15 0.409
H 3.780 9.852 0.477 -0.25 0.15 -0.15 0.323
H 2.381 9.857 -0.715 -0.19 -0.50 0.48 0.337
H 5.061 7.604 0.883 -0.07 0.41 -0.06 0.509
H 4.528 5.471 1.861 -0.07 -0.06 0.32 0.572
H 0.553 5.801 0.330 -0.12 0.16 -0.06 0.561
H 1.181 7.989 -0.720 0.10 0.03 -0.13 0.451
H 0.517 5.226 3.117 -0.36 0.03 -0.08 0.615
H -0.306 3.087 4.195 -0.02 -0.11 -0.08 0.612
H 2.606 0.894 2.210 -0.04 0.00 -0.65 0.497
H 3.355 2.979 0.910 0.04 -0.07 -0.14 0.723
H 0.928 -0.098 3.455 -0.28 -0.17 -0.38 0.102
H -0.348 0.638 4.278 0.26 1.06 0.29 0.265
H 1.480 0.635 4.796 -0.62 0.88 0.78 0.404
C -3.818 -6.661 -3.532 -0.06 0.75 0.24 -0.756
N -3.165 -6.501 -2.169 0.94 -0.10 -1.14 0.028
C -3.112 -7.514 -1.293 -1.06 -0.02 -0.47 -0.257
C -2.520 -7.396 -0.066 1.36 0.90 1.21 -0.975
C -1.743 -6.238 0.285 -1.63 -0.63 -0.74 1.086
C -1.772 -5.226 -0.702 0.08 -0.47 -0.78 -0.486
C -2.457 -5.387 -1.922 0.55 -0.33 1.35 -0.665
C -1.016 -6.059 1.601 1.13 0.40 -0.41 0.859
C -0.581 -7.104 2.433 -0.27 0.36 -0.57 -0.781
C 0.184 -6.819 3.548 0.50 1.59 -0.01 -0.370
N 0.574 -5.534 3.815 0.27 0.13 0.39 0.109
C 0.242 -4.468 3.025 -1.33 -2.52 -0.25 -0.451
C -0.543 -4.759 1.918 -0.46 0.47 0.39 -0.347
C 1.511 -5.216 4.942 0.34 0.18 -0.35 -0.821
H -3.086 -6.742 -4.335 0.31 -0.21 0.36 0.367
H -4.342 -5.718 -3.687 -0.29 -0.26 -0.05 0.355
H -4.503 -7.508 -3.583 0.11 0.11 0.38 0.298
H -3.640 -8.393 -1.631 -0.04 -0.24 0.35 0.442
H -2.655 -8.218 0.622 0.16 -0.13 0.04 0.515
H -1.182 -4.323 -0.639 -0.04 0.16 0.25 0.432
H -2.352 -4.663 -2.716 -0.36 0.08 0.03 0.543
H -0.741 -8.149 2.210 -0.31 -0.06 0.01 0.489
H 0.544 -7.593 4.210 0.06 0.03 0.14 0.427
H 0.471 -3.467 3.359 0.31 -0.11 -0.12 0.549
H -0.872 -3.893 1.363 0.02 0.01 -0.26 0.375
H 1.627 -6.043 5.643 -0.18 0.13 -0.15 0.301
H 1.218 -4.286 5.428 -0.49 -0.36 0.19 0.316
H 2.463 -4.961 4.477 0.17 -0.45 0.05 0.389
C -4.102 0.767 5.261 -0.49 -1.15 0.61 -0.878
N -3.994 0.984 3.811 0.56 0.91 0.01 0.044
C -4.298 2.185 3.254 0.03 0.10 1.09 -0.341
C -4.134 2.448 1.930 -0.04 -2.31 -0.92 -0.966
C -3.704 1.337 1.127 -1.49 1.69 -0.99 0.964
C -3.394 0.102 1.710 0.64 0.80 0.68 -0.685
C -3.478 -0.025 3.106 -0.12 0.61 -1.73 -0.529
C -3.749 1.556 -0.401 0.36 -0.76 -0.77 0.732
C -4.673 2.297 -1.166 0.08 0.19 0.22 -0.670
C -4.558 2.421 -2.569 -0.49 -0.45 2.59 -0.330
N -3.613 1.731 -3.216 -1.00 1.30 0.01 0.003
C -2.738 1.006 -2.564 1.44 -0.46 1.82 -0.503
C -2.764 0.924 -1.165 0.09 0.15 -0.01 -0.474
C -3.454 2.042 -4.637 -1.19 -0.13 -0.24 -0.943
H -3.115 0.553 5.672 -0.04 0.25 0.01 0.326
H -4.689 -0.149 5.320 -0.04 0.03 0.48 0.422
H -4.623 1.523 5.847 0.16 0.28 -0.53 0.349
H -4.639 2.939 3.948 -0.22 -0.03 0.08 0.449
H -4.507 3.371 1.509 0.33 0.14 0.00 0.598
H -2.947 -0.699 1.139 -0.25 -0.16 -0.09 0.667
H -3.118 -0.888 3.645 -0.30 -0.12 0.02 0.661
H -5.472 2.813 -0.654 -0.22 0.17 -0.24 0.610
H -5.225 3.079 -3.107 -0.02 -0.15 -0.25 0.468
H -1.910 0.642 -3.155 -0.09 -0.39 0.07 0.642
H -1.989 0.473 -0.563 0.39 -0.54 -0.75 0.168
H -2.848 2.948 -4.666 0.40 -0.47 -0.66 0.370
H -4.459 2.300 -4.970 0.16 0.09 -0.32 0.346
H -3.200 1.122 -5.164 0.67 0.49 -0.16 0.420
C 3.670 4.388 -4.631 0.29 0.59 -0.72 -0.832
N 3.245 3.029 -4.187 0.73 -0.57 1.01 0.094
C 2.797 2.874 -2.894 0.96 -2.65 -0.76 -0.438
C 2.698 1.544 -2.360 0.57 1.28 -1.64 -0.595
C 3.047 0.419 -3.188 -0.49 2.62 0.87 0.274
C 3.384 0.645 -4.507 0.39 0.56 -0.32 -0.457
C 3.537 1.953 -4.986 -1.48 0.79 0.83 -0.535
C 2.938 -0.927 -2.640 -1.40 -0.63 -0.38 0.861
C 3.589 -1.271 -1.468 -0.44 -1.22 0.03 -0.569
C 3.289 -2.512 -0.906 -0.87 0.75 -0.48 -0.308
N 2.306 -3.306 -1.444 1.67 0.27 0.02 0.347
C 1.752 -3.015 -2.633 -0.21 1.16 -0.30 -0.492
C 1.998 -1.792 -3.256 1.02 -0.26 1.44 -0.665
C 2.073 -4.628 -0.810 -0.46 -0.02 -1.20 -0.965
H 3.245 5.159 -3.987 -0.19 -0.25 -0.24 0.249
H 3.498 4.581 -5.690 -1.09 -0.23 0.04 0.358
H 4.747 4.547 -4.683 0.32 -0.70 0.94 0.430
H 2.666 3.791 -2.338 -0.21 -0.14 0.07 0.428
H 2.365 1.395 -1.344 -0.08 -0.03 0.04 0.582
H 3.568 -0.239 -5.099 0.22 0.30 -0.58 0.603
H 3.675 2.304 -5.998 0.65 -0.75 -0.30 0.432
H 4.278 -0.580 -1.006 0.17 -0.24 0.10 0.629
H 3.749 -2.832 0.017 -0.05 -0.25 -0.03 0.460
H 1.061 -3.720 -3.071 -0.02 -0.15 0.23 0.465
H 1.438 -1.456 -4.116 0.09 -0.33 -0.16 0.580
H 2.794 -5.315 -1.253 0.47 -0.02 0.78 0.379
H 1.138 -5.015 -1.216 -0.26 0.24 0.40 0.221
H 2.037 -4.510 0.273 0.27 -0.29 -0.26 0.380
```
Forces are in eV/Å.

| no. | E (eV) |
| --- | --- |
| 1 | -34182.381 |
| 2 | -117330.806 |
| 3 | -41597.547 |
| 4 | -70153.000 |